The following is a quantum chemistry calculation of C13H23CdClNO4P as an isolated structure, from OMol25.

- gap between HOMO and LUMO (eV) = 8.366
- HOMO (eV) = -8.0533
- LUMO (eV) = 0.3

```
! RIJCOSX wB97M-V def2-TZVPD def2/J DEFGRID3
* xyz 0 1
C 2.88331 -1.94128 -1.54906
C 2.71439 -1.92612 -0.17105
C 1.52985 -1.43544 0.41225
C 0.50751 -0.95709 -0.40973
C 0.69039 -0.96220 -1.79678
C 1.85281 -1.49819 -2.36677
C 1.46541 -1.48847 1.91459
C 0.74377 -0.32448 2.63158
N 1.37119 0.94353 2.57267
Cd -1.45648 -0.38029 0.31968
C -0.31750 -0.34721 -2.74240
P -1.25117 0.94499 -1.82031
H 3.50855 -2.28733 0.48440
H 1.93494 -1.52457 -3.45822
H 3.81683 -2.29858 -1.98357
H -1.03795 -1.09475 -3.12506
H 0.18644 0.12997 -3.60111
H 0.96840 -2.41911 2.24032
H 2.49146 -1.55304 2.31139
H -0.32189 -0.25598 2.30226
C -2.53857 1.46725 -2.97167
C 0.00826 2.26683 -1.77710
H 0.68920 -0.56661 3.70897
C 2.14914 1.41134 1.47506
C 1.00916 1.91164 3.56519
H -2.90456 0.26078 1.44056
H 2.76788 2.24514 1.84011
H 2.80132 0.62535 1.07340
H 1.53448 1.80096 0.64146
H 1.84330 2.61338 3.69048
H 0.11433 2.49817 3.29530
H 0.80843 1.39260 4.50972
H 0.18305 2.63303 -2.79998
H -0.36544 3.08494 -1.14490
H 0.95861 1.90587 -1.36096
H -2.09757 1.68383 -3.95396
H -3.28953 0.66831 -3.05349
H -3.01234 2.37169 -2.56200
H -2.45246 0.92355 1.42351
O -4.70073 -3.42483 0.31811
Cl -4.13941 -2.11165 0.16300
O -4.86288 -1.32799 -0.81149
O -4.09006 -1.40732 1.44260
O -2.69388 -2.25061 -0.31701
*
```

***

The following is a quantum chemistry calculation of one molecule with the formula C20H16ClN5O3, from OMol25.

- gap between HOMO and LUMO (eV) = 7.990
- HOMO (eV) = -8.4893
- SMILES = COc1cccc(-n2nc(-c3ccnn3-c3cccc(Cl)c3)c(=O)n(C)c2=O)c1
- relative energy (zero: lowest compared OMol25 entry of this formula, charge and spin) (kcal per mole) = 12.4
- LUMO (eV) = -0.5

```
! RIJCOSX wB97M-V def2-TZVPD def2/J DEFGRID3
* xyz 0 1
C -2.76627 0.04342 -2.97783
O -2.38884 -1.31243 -3.04992
C -1.21468 -1.69158 -2.49081
C -0.84055 -3.02346 -2.69152
C 0.34359 -3.49874 -2.17189
C 1.18154 -2.67430 -1.43647
C 0.80647 -1.35643 -1.23705
N 1.59337 -0.47671 -0.44440
N 0.88896 0.37060 0.29433
C 1.45419 1.19134 1.11488
C 0.61679 2.06157 1.90467
C 0.95403 3.23218 2.56957
C -0.25752 3.72867 3.05690
N -1.25973 2.94046 2.72297
N -0.74025 1.92868 2.03522
C -1.58987 0.90270 1.59151
C -1.26459 -0.43887 1.75934
C -2.12853 -1.41327 1.29635
C -3.33147 -1.07050 0.70170
C -3.66833 0.26910 0.58958
Cl -5.18526 0.71600 -0.11101
C -2.80547 1.26201 1.02282
C 2.92050 1.27530 1.24639
O 3.52637 2.00898 1.99504
N 3.58143 0.39481 0.39990
C 5.03371 0.38847 0.39813
C 2.97893 -0.50292 -0.46626
O 3.62416 -1.22985 -1.18138
C -0.38350 -0.85733 -1.75552
H -3.71783 0.11112 -3.50204
H -2.03200 0.68653 -3.47290
H -2.89876 0.37028 -1.94327
H -1.49718 -3.65837 -3.26409
H 0.62379 -4.52785 -2.33463
H 2.10696 -3.05066 -1.03620
H 1.93271 3.65031 2.67174
H -0.43565 4.61687 3.62900
H -0.34811 -0.71571 2.25441
H -1.86977 -2.45471 1.40760
H -4.00459 -1.83068 0.33953
H -3.06605 2.30459 0.93595
H 5.39622 -0.60242 0.66950
H 5.39913 0.63256 -0.59881
H 5.36850 1.12864 1.12072
H -0.63657 0.17161 -1.56175
*
```

***

The following is a quantum chemistry calculation of a 2-piece molecular cluster, CH5NOS overall, from OMol25.

- gap between HOMO and LUMO (eV) = 9.222
- HOMO (eV) = -9.3716
- relative energy (zero: lowest compared OMol25 entry of this formula, charge and spin) (kcal per mole) = 48.8
- LUMO (eV) = -0.1

```
! RIJCOSX wB97M-V def2-TZVPD def2/J DEFGRID3
* xyz 0 1
C -1.59038 0.53923 -0.03237
N 1.23630 -0.79055 0.53771
O 0.12619 1.60895 -1.69541
S -0.55436 1.78512 -0.42323
H -1.43072 -0.41993 -0.57572
H -1.94077 0.50141 0.92140
H 0.59493 -1.25744 -0.11083
H 2.17123 -0.58852 0.09972
H 1.38758 -1.37825 1.27873
*
```

***

The following is a quantum chemistry calculation of C20H15Cl2IrN7O3S as an isolated structure, from OMol25.

- gap between HOMO and LUMO (spin up / spin down) (eV) = 6.654 / 5.919
- HOMO (spin up / spin down) (eV) = -13.2921 / -13.9927
- relative energy (zero: lowest compared OMol25 entry of this formula, charge and spin) (kcal per mole) = 13.4
- LUMO (spin up / spin down) (eV) = -6.6 / -8.1

```
! RIJCOSX wB97M-V def2-TZVPD def2/J DEFGRID3
* xyz 2 2
Ir 0.39497 -0.08113 -0.04087
Cl -3.73207 1.26949 -5.35588
C -3.07506 1.13562 -3.79095
C -1.92668 0.42677 -3.59418
C -1.37012 0.33454 -2.30369
N -0.24941 -0.34360 -1.98759
C 0.33589 -1.32177 -2.77020
O 0.24788 -1.47801 -3.95949
C 1.06890 -2.30170 -1.88320
C 1.57993 -3.46727 -2.40878
C 2.15129 -4.39670 -1.54778
C 2.21050 -4.11241 -0.19396
C 1.70359 -2.90942 0.26651
N 1.14034 -2.02036 -0.56113
C -2.04165 0.92592 -1.16776
C -3.21674 1.64415 -1.40248
C -3.71599 1.76770 -2.68150
Cl -5.12514 2.68452 -2.92365
N -1.46117 0.66637 0.07797
C -2.00166 1.16194 1.23284
O -2.86860 2.00513 1.27507
C -1.56129 0.64085 2.61359
C -2.48451 0.86026 3.61672
C -2.21037 0.50673 4.92965
C -0.97775 -0.04337 5.23667
C -0.07764 -0.24053 4.21908
N -0.37164 0.08184 2.94461
H -1.43018 -0.04813 -4.42504
H 1.50974 -3.62907 -3.47578
H 2.53966 -5.33055 -1.93156
H 2.63515 -4.81268 0.51104
H 1.75075 -2.63421 1.31051
H -3.74764 2.11274 -0.59608
H -3.42274 1.31637 3.34118
H -2.94927 0.67007 5.70275
H -0.71170 -0.31582 6.24747
H 0.90786 -0.66072 4.35360
N 2.71877 0.29221 -0.56178
N 3.16370 1.61214 -0.56139
C 2.35697 2.58610 -0.14070
N 2.84308 3.81542 -0.05142
S 0.72824 2.30533 0.25966
H 3.18255 -0.24311 0.17280
H 2.92574 -0.13681 -1.45997
H 4.12339 1.80009 -0.81790
H 3.79136 4.05007 -0.30039
H 2.24365 4.56551 0.25478
O 1.76035 -0.54484 2.39648
C 0.71476 -0.16563 1.93211
*
```

***

The following is a quantum chemistry calculation of one molecule with the formula C21H28N2O5, from OMol25.

- gap between HOMO and LUMO (eV) = 8.700
- HOMO (eV) = -8.6106
- SMILES = CCCc1cc(=O)oc2c(C)c(OCC(=O)NCCN3CCOCC3)ccc12
- relative energy (zero: lowest compared OMol25 entry of this formula, charge and spin) (kcal per mole) = 32.7
- LUMO (eV) = 0.1

```
! RIJCOSX wB97M-V def2-TZVPD def2/J DEFGRID3
* xyz 0 1
C 1.38767 -5.95625 -3.84978
C 1.86237 -5.07603 -2.70130
C 1.43186 -5.64649 -1.34260
C 1.89774 -4.76020 -0.22858
C 3.02149 -5.05742 0.46161
C 3.55099 -4.20840 1.50651
O 4.54491 -4.42854 2.15383
O 2.85956 -3.05555 1.76794
C 1.72507 -2.72552 1.10899
C 1.10906 -1.53043 1.48358
C 1.68498 -0.66285 2.55991
C -0.06906 -1.15024 0.83528
O -0.60392 0.03159 1.24746
C -1.86386 0.42590 0.75352
C -2.30966 1.73558 1.41266
O -3.45650 2.11930 1.31785
N -1.34118 2.37129 2.08737
C -1.51437 3.69755 2.62376
C -0.81482 4.74859 1.75096
N -1.16409 4.60112 0.35141
C -0.26164 5.33530 -0.51912
C -0.61349 5.02674 -1.97458
O -1.93946 5.38711 -2.26991
C -2.83155 4.71031 -1.41424
C -2.53542 4.99152 0.05737
C -0.61690 -1.95936 -0.16073
C 0.00575 -3.13231 -0.51956
C 1.18901 -3.54581 0.09762
H 0.30198 -6.02677 -3.85720
H 1.71071 -5.54312 -4.80214
H 1.79486 -6.96036 -3.75587
H 1.46033 -4.06778 -2.81931
H 2.95155 -5.00149 -2.72218
H 0.34653 -5.75457 -1.31794
H 1.87215 -6.63746 -1.22148
H 3.58999 -5.95226 0.26261
H 0.90101 -0.36141 3.25190
H 2.46240 -1.19652 3.09671
H 2.11545 0.23831 2.12435
H -1.82811 0.60625 -0.33017
H -2.62923 -0.33393 0.95346
H -0.40532 1.99969 2.02868
H -2.58858 3.88127 2.67223
H -1.10173 3.74076 3.63587
H -1.05711 5.75248 2.14252
H 0.26736 4.60692 1.83227
H 0.76538 5.01930 -0.32064
H -0.33520 6.42515 -0.35417
H 0.02126 5.59822 -2.65426
H -0.46928 3.95019 -2.15568
H -3.83183 5.05726 -1.67627
H -2.76541 3.62577 -1.58683
H -3.22040 4.39746 0.66103
H -2.69691 6.06395 0.26705
H -1.52896 -1.67496 -0.65979
H -0.43745 -3.73885 -1.29200
*
```

***

The following is a quantum chemistry calculation of C4H9NO as an isolated structure, from OMol25.

- gap between HOMO and LUMO (eV) = 8.788
- HOMO (eV) = -7.8849
- relative energy (zero: lowest compared OMol25 entry of this formula, charge and spin) (kcal per mole) = 124.3
- LUMO (eV) = 0.9

```
! RIJCOSX wB97M-V def2-TZVPD def2/J DEFGRID3
* xyz 0 1
C -2.08080 0.32448 0.37682
C -1.01613 0.09871 -0.66975
N -0.05085 1.20565 -0.82564
C 0.40590 -0.10687 -0.37018
C 1.10212 -0.29524 0.86192
O 2.48475 -1.12865 0.08804
H -2.51920 -0.61995 0.71978
H -1.65445 0.84722 1.23941
H -2.88910 0.94491 -0.02881
H -1.39024 -0.35695 -1.58969
H 0.17742 1.31808 -1.81161
H 1.70850 -0.94968 -0.70558
H 0.81552 -1.10584 1.52908
H 1.62545 0.52972 1.34796
H 3.17888 -0.46084 -0.06329
*
```